Below is a molecular structure, C45H52F2N4O2PTi, with properties calculated with the ωB97M-V functional and the def2-TZVPD basis.

```
107
Properties=species:S:1:pos:R:3:forces:R:3
Ti 12.447998 9.856742 11.503662 1.224 -0.626 1.516
C 17.098983 9.149560 14.391850 -0.006 -0.224 -0.024
C 16.670823 9.985039 13.179553 0.539 0.277 0.359
C 17.609624 11.230995 13.183822 -0.902 -0.741 -0.073
C 16.757581 9.178603 11.901115 -0.033 -0.406 -0.583
C 17.897342 8.371457 11.701475 -0.956 1.111 1.174
C 18.077015 7.700549 10.534866 0.430 -0.173 -0.990
C 17.265531 7.917612 9.425851 -1.098 -0.077 -0.117
C 16.069383 8.670841 9.577144 1.750 0.466 0.188
C 15.306447 9.076137 8.324853 -0.256 -0.358 0.437
C 15.873030 10.266896 7.509743 -0.817 -0.722 -0.643
C 15.119439 7.873186 7.406561 0.045 -0.238 -0.911
C 15.778930 9.226309 10.862917 0.977 0.056 -0.604
N 14.626009 10.073018 11.069961 -1.645 0.489 0.745
C 14.879006 11.437151 11.009443 1.711 -1.628 -2.881
O 15.760745 11.998061 10.357704 -0.441 -0.593 0.914
C 13.931313 12.228894 11.709145 -3.474 2.468 2.672
C 13.924806 13.629293 11.797283 0.166 -0.203 -0.478
C 13.041224 14.280913 12.664896 -0.625 -1.908 -0.170
C 12.272502 13.479938 13.554119 0.466 2.250 0.409
C 12.298232 12.123629 13.464844 0.503 -0.706 -2.465
N 12.961176 11.564749 12.419927 1.433 0.120 0.336
C 11.542947 11.234439 14.364197 -2.184 -1.787 1.315
O 10.734285 11.827018 15.116082 1.001 -0.541 -0.465
N 11.752347 9.881217 14.260016 0.880 2.133 -0.798
C 11.558470 9.092710 15.454162 -1.718 0.137 -0.431
C 10.307156 8.438873 15.664701 1.049 -0.583 1.717
C 10.221949 7.611823 16.808765 0.352 -0.056 0.280
C 11.325983 7.427123 17.665650 -0.701 0.034 -0.359
C 12.508068 8.143654 17.466258 -0.279 -0.337 0.456
C 12.590405 9.048979 16.423012 -0.483 0.697 -1.168
C 13.693946 10.085105 16.321574 0.640 -0.603 0.116
C 13.350862 11.474087 16.909004 -0.103 -0.539 0.558
C 14.941427 9.538556 16.999442 0.921 -0.258 1.157
C 9.065427 8.631842 14.830915 -0.165 0.343 1.224
C 8.180635 7.392638 14.822552 0.135 -0.195 -0.137
C 8.213301 9.808669 15.355293 -0.601 0.295 -0.008
H 16.869452 9.664966 15.337870 0.423 -0.138 -0.544
H 18.186355 8.930745 14.303034 -0.765 0.122 0.436
H 16.547382 8.206340 14.402671 0.139 -0.093 0.092
H 15.643045 10.304482 13.314947 -0.275 0.102 0.115
H 18.618187 10.866126 13.199597 0.680 -0.075 -0.223
H 17.473750 11.777917 14.112138 -0.166 0.211 0.050
H 17.454503 11.863950 12.324855 0.023 0.310 -0.224
H 18.659349 8.331958 12.491558 -0.433 -0.171 -0.483
H 18.948525 7.084277 10.495497 0.438 -0.374 -0.472
H 17.528954 7.493670 8.424619 -0.253 0.397 1.133
H 14.359863 9.409742 8.735690 -0.349 -0.126 -0.323
H 16.791592 9.983570 6.982889 -0.100 0.120 0.193
H 16.032356 11.108652 8.141469 0.395 0.655 0.502
H 15.117973 10.583698 6.737361 0.698 -0.454 0.603
H 16.060144 7.673431 6.837748 -0.785 0.262 0.196
H 14.290889 8.046608 6.690314 0.548 -0.021 0.151
H 14.903043 6.932960 7.914835 -0.089 0.101 0.254
H 14.559398 14.185254 11.105403 0.024 -0.181 0.383
H 12.882308 15.336753 12.543577 0.165 0.300 0.479
H 11.661764 13.904741 14.359214 0.223 -0.091 -0.445
H 9.272959 7.090010 17.064527 0.843 0.484 -0.300
H 11.194183 6.757818 18.520171 0.266 0.206 -0.289
H 13.363244 8.009998 18.141859 -0.625 0.113 -0.223
H 13.978883 10.261535 15.274083 -0.343 -0.290 0.036
H 13.384565 11.451175 18.005901 -0.212 -0.158 -0.146
H 12.401556 11.920692 16.599782 0.231 -0.326 0.032
H 14.162810 12.114182 16.625749 0.439 0.656 -0.250
H 14.834199 9.399521 18.094787 -0.233 0.347 -0.463
H 15.790830 10.220512 16.902279 -0.144 0.039 -0.070
H 15.281255 8.542133 16.666071 -0.338 0.444 -0.314
H 9.476320 8.880496 13.882025 -0.158 0.120 -1.306
H 7.468991 7.346590 15.635703 0.151 0.175 0.619
H 8.753976 6.479851 14.838058 0.239 -0.389 -0.029
H 7.529983 7.345287 13.979184 -0.349 0.169 -1.060
H 7.876211 9.644560 16.388941 0.362 -0.161 -0.150
H 7.268068 9.903983 14.790608 0.344 -0.203 0.002
H 8.701955 10.782685 15.326906 0.243 -0.186 -0.012
F 12.755993 11.000555 6.107262 -0.187 -0.030 0.875
C 12.186783 10.444580 7.200549 0.307 -0.354 -0.626
C 12.532809 10.841149 8.485051 0.287 -0.699 0.921
C 11.967200 10.135456 9.597811 -1.105 1.567 -2.581
C 10.751294 9.405959 9.335423 1.959 -0.587 -0.494
C 10.590592 8.901875 8.027547 -0.779 -0.089 0.433
F 9.569045 8.002079 7.799475 1.175 0.846 0.019
C 11.350725 9.362897 6.954743 -0.735 -0.674 0.467
C 9.774197 9.462916 10.413435 -1.504 0.728 0.139
C 8.418600 9.110306 10.222051 0.873 0.803 0.881
C 7.482273 9.561032 11.146019 0.031 -0.581 -0.686
C 7.884504 10.484183 12.095359 -1.198 0.145 0.573
C 9.190474 10.907938 12.177608 1.461 -1.601 -0.782
N 10.181663 10.288047 11.436970 -1.348 0.279 0.062
H 13.295665 11.618509 8.610070 -0.149 -0.464 -0.015
H 11.252957 8.866461 5.983224 -0.040 0.583 0.276
H 8.071974 8.646753 9.327060 0.163 -0.619 -0.284
H 6.450430 9.195471 10.996059 0.553 0.580 0.486
H 7.146174 10.868438 12.807771 0.414 0.142 -0.446
H 9.449443 11.718851 12.836712 0.407 -0.150 0.323
C 10.595171 6.176592 11.461715 -0.269 0.167 0.187
P 12.111664 7.156769 11.705275 0.947 -1.122 0.612
C 12.716201 6.497992 13.316179 0.142 1.503 0.344
C 13.305920 6.344387 10.572383 -0.051 0.061 -0.277
H 10.581332 5.294966 12.154434 -0.060 0.993 -0.509
H 10.525523 5.818240 10.438661 -0.001 0.060 -0.135
H 9.788564 6.890579 11.627845 -0.456 -0.521 0.254
H 13.240098 5.568306 13.193942 0.203 -0.444 -0.280
H 11.952223 6.371556 14.086380 -0.155 0.236 -0.221
H 13.414651 7.269884 13.684239 -0.082 -0.448 0.138
H 12.911185 5.422612 10.148149 -0.288 -0.058 0.181
H 14.200978 6.073542 11.118769 0.301 0.231 0.042
H 13.560782 6.971401 9.727061 0.196 0.250 -0.094
```
Positions in Å, forces in eV/Å.

Summary:
Total charge = +1
Energy above the lowest of the compared OMol25 structures with the same formula, charge and spin = 11.6 kcal/mol
Max |F| = 0.0978 hartree/bohr
HOMO-LUMO gap = 5.312 eV

Atom charges from the Mulliken analysis, given in e for atoms 1 to 8: -1.884 -1.188 2.413 -1.834 0.206 -0.720 -1.295 -0.704